DFT (ωB97M-V/def2-TZVPD) results for a single C23H27N3O5S molecule.

Summary:
Largest force on an atom   0.93 eV Å⁻¹
2S+1   1
Energy above the lowest of the compared OMol25 structures with the same formula, charge and spin   34.4 kcal per mole
SMILES   CCCCCn1c(SCC(=O)OCC)nc2cc(C(=O)NCc3ccco3)ccc2c1=O

Atoms and positions in Å:
O1 -1.3725 -0.8765 2.6447
S1 0.6250 1.1821 3.4974
H1 0.1838 0.3756 -5.0324
C1 3.2860 -1.6047 3.3249
C2 0.5482 0.3104 -0.2719
O2 -2.3962 0.0148 -3.2715
H2 0.6748 -1.8193 5.6050
H3 -2.5357 -1.1831 0.5479
C3 1.1072 -0.6464 -2.8284
H4 2.3648 -1.9495 7.3857
C4 1.9697 -2.0976 3.9276
H5 2.9632 0.5205 3.6936
C5 2.6139 -2.2913 6.3837
H6 3.0180 -1.2088 -2.0272
N1 0.2543 0.7661 0.9780
H7 1.3098 -1.0546 -3.8075
H8 -4.0557 -1.4939 2.4797
C6 -0.1323 -0.0518 -2.5531
H9 1.9800 -3.1898 3.9319
H10 -1.4708 -0.2617 -6.7674
H11 -2.7118 0.1864 -5.5544
C7 -1.2197 0.0624 -3.5729
C8 -2.2424 2.9707 -5.9598
H12 -5.1355 -0.2340 1.8603
C9 1.1231 0.6118 1.9147
H13 2.4840 -3.3708 6.3483
H14 -1.3636 0.8669 -1.0676
C10 -0.4074 0.4191 -1.2844
H15 -4.9364 -1.7495 0.9677
C11 -1.0137 3.4296 -7.7457
H16 -2.0653 5.0527 -6.7419
H17 3.5386 -2.2132 2.4548
C12 3.2623 -0.1402 2.8790
N2 -0.7926 0.2063 -4.8504
C13 -1.6866 0.2575 2.3969
N3 2.3527 0.0616 1.7638
C14 1.7169 -1.6113 5.3557
H18 -0.4768 3.8269 -8.5839
C15 1.7947 -0.2721 -0.5550
H19 -3.6238 0.0648 -0.1249
C16 -4.4278 -1.0104 1.5795
C17 -1.7187 0.4185 -5.9471
C18 -1.8119 4.0152 -6.8139
O3 -0.9195 2.1073 -7.5266
H20 -1.6158 1.6174 4.0674
H21 4.2605 0.1405 2.5306
C19 -1.6751 1.8271 -6.4402
C20 2.0583 -0.7511 -1.8400
O4 -2.6208 0.6286 1.5324
C21 -1.1162 1.4767 3.1083
H22 4.0926 -1.7193 4.0492
C22 2.7860 -0.3919 0.5077
O5 3.9049 -0.8405 0.3719
C23 -3.2723 -0.4117 0.7920
H23 1.1356 -1.7895 3.2936
H24 -1.2218 2.3638 2.4877
H25 -2.8867 3.0509 -5.1088
H26 1.8540 -0.5304 5.4118
H27 3.6625 -2.0672 6.2035

=====

DFT (ωB97M-V/def2-TZVPD) results for a single C23H27N3O6S molecule.

Summary:
Largest force on an atom   0.90 eV Å⁻¹
2S+1   1
Energy above the lowest of the compared OMol25 structures with the same formula, charge and spin   25.3 kcal per mole
SMILES   COc1cccc(NS(=O)(=O)c2ccc3[nH]cc(C(=O)NCCCOC(C)C)c(=O)c3c2)c1

Atoms and positions in Å:
C1 -0.4314 2.1726 -0.7928
H1 -1.6980 3.7260 2.4918
N1 -4.8255 -1.4229 -0.2568
H2 -0.1800 -0.5826 -1.8350
H3 1.7030 2.1031 -1.8421
C2 3.9147 -2.3888 0.1909
C3 2.9850 -2.2527 1.3983
O1 -4.3145 -0.6268 -2.6273
C4 -2.7186 1.2845 -1.0993
O2 -6.3573 0.1121 -1.4597
C5 -0.0690 3.3658 1.3007
S1 -4.9639 -0.2134 -1.4258
H4 -4.6445 -1.5689 2.3861
N2 2.3878 2.4851 -1.1927
C6 0.4440 2.8331 0.1594
O3 0.0017 -1.5033 0.0209
H5 3.1743 -1.3253 1.9340
H6 4.9586 -2.2476 0.5266
C7 -2.4255 -1.5099 -0.1779
H7 4.3557 2.5773 -0.6107
C8 1.9366 2.8958 0.0010
H8 -0.3649 -1.5550 2.4970
H9 4.0782 2.8021 -2.3561
C9 4.0087 0.7390 -1.7211
H10 4.3842 -3.8153 -1.3501
H11 -2.5393 -1.6189 3.6755
H12 2.7347 -3.9305 -0.7328
H13 1.2541 -1.5960 -1.5324
O4 -0.0796 1.7128 -1.8775
H14 -3.9439 2.9244 2.1747
N3 -1.3758 3.3075 1.6300
H15 4.0852 -4.5390 0.2387
H16 3.1500 -3.0837 2.0791
C10 -4.4564 1.6742 0.5170
H17 -5.6718 -1.4816 0.2899
C11 -2.5082 -1.5820 2.5970
H18 -0.3290 -2.3640 -1.8431
H19 5.0195 0.5777 -2.0961
C12 -3.6049 2.4585 1.2613
C13 3.7787 2.2304 -1.4715
C14 -3.6917 -1.5538 1.8781
C15 -1.8271 2.0496 -0.3455
C16 -3.6473 -1.5095 0.4905
H20 4.6500 0.0254 0.2218
C17 -2.2720 2.6193 0.8586
O5 3.6374 -1.4420 -0.8277
C18 0.1771 -1.5113 -1.3833
H21 -5.4771 1.5079 0.8235
C19 -1.2419 -1.5206 0.5511
C20 3.7916 -0.0895 -0.4556
O6 2.6456 3.2928 0.9122
C21 3.7716 -3.7636 -0.4543
H22 0.5998 3.8601 1.9922
H23 -2.4347 -1.5056 -1.2546
H24 2.8915 0.2621 0.0688
H25 3.3075 0.3860 -2.4799
C22 -3.9994 1.0824 -0.6547
H26 -2.3900 0.8445 -2.0276
C23 -1.2934 -1.5481 1.9492
H27 1.9495 -2.2600 1.0683

=====

Question: Look up the 2S+1 of the first one.
Answer: 1

=====

Question: Among the records above, which one has the lowest energy above the lowest of the compared OMol25 structures with the same formula, charge and spin?
Answer: C23H27N3O6S